(1)
Entry from the OMol25 dataset: a molecular structure, C30H33FN5O5S6Ti (ωB97M-V/def2-TZVPD).

Structure (XYZ):
```
81
Properties=species:S:1:pos:R:3:forces:R:3
Ti -0.603623 -1.134240 -2.332607 -0.519 -0.145 0.191
C 3.264462 1.534444 3.408582 0.024 -0.021 0.015
C 2.138089 2.407166 2.874526 -0.048 0.010 -0.029
N 1.252001 1.689862 1.967744 0.051 0.028 0.001
C 1.507033 1.759833 0.625907 -0.049 -0.056 -0.004
C 0.784720 1.079515 -0.296630 0.110 0.166 0.159
C 1.189875 1.179964 -1.725258 -0.044 -0.039 -0.169
O 1.980505 2.033210 -2.104386 -0.011 -0.017 0.037
O 0.668130 0.290735 -2.516300 0.263 0.493 -0.182
C -0.304520 0.277606 0.145122 -0.133 -0.137 -0.208
O -1.087394 -0.377880 -0.692341 0.241 -0.050 0.112
C -0.546551 0.140475 1.519293 0.055 0.058 0.032
C -1.572727 -0.717830 1.984920 -0.020 -0.035 0.010
C -1.752589 -0.848903 3.333691 -0.011 -0.026 0.024
F -2.731077 -1.687034 3.794377 -0.002 0.013 -0.003
C -0.982509 -0.185843 4.276411 0.015 0.046 -0.015
C 0.043377 0.670062 3.820002 -0.041 -0.004 -0.009
C 0.260647 0.841998 2.464434 -0.008 -0.008 0.028
N -1.188568 -0.363933 5.687682 0.016 -0.021 0.020
C -0.905224 -1.715224 6.140759 -0.011 -0.018 -0.009
C -0.882660 -1.761260 7.653610 -0.044 0.033 0.050
N -2.218442 -1.275327 8.160671 0.003 -0.001 -0.026
C -2.519188 0.117139 7.662402 0.001 -0.055 0.071
C -2.486700 0.096933 6.149448 0.032 0.037 -0.027
H 3.890234 2.100476 4.099874 -0.001 0.000 -0.001
H 3.891178 1.181164 2.589197 -0.006 0.009 -0.005
H 2.874368 0.660428 3.930552 -0.005 0.006 0.000
H 2.544348 3.251476 2.318786 0.017 -0.005 0.003
H 1.540410 2.830101 3.684000 0.000 -0.011 0.008
H 2.331764 2.387912 0.320438 -0.004 0.003 -0.009
H -2.177361 -1.263530 1.273733 0.003 0.008 0.001
H 0.644834 1.170903 4.564125 0.001 -0.005 0.004
H 0.074403 -2.016049 5.771506 0.000 0.009 -0.007
H -1.635962 -2.448715 5.762632 0.003 0.000 0.006
H -0.137691 -1.082091 8.064679 0.017 -0.008 -0.014
H -0.729558 -2.766985 8.040468 0.006 -0.006 -0.014
H -2.248378 -1.307180 9.178544 0.003 0.008 0.002
H -2.946279 -1.906426 7.816305 0.007 -0.002 -0.006
H -1.743815 0.761363 8.073248 0.001 0.012 -0.018
H -3.492883 0.402727 8.056387 -0.003 0.011 -0.015
H -2.649963 1.111723 5.788511 -0.002 -0.005 -0.009
H -3.315822 -0.521983 5.771926 -0.010 -0.016 0.001
C 0.675466 -4.281746 0.610004 0.036 -0.052 0.078
C -0.039285 -3.589611 -0.516901 0.006 0.113 -0.073
S 0.969454 -2.620364 -1.594782 0.350 -0.311 0.196
C -1.364766 -3.691344 -0.705243 -0.040 0.053 -0.070
C -2.229825 -4.541682 0.190037 -0.030 -0.036 0.067
S -2.169140 -2.858543 -2.029942 -0.244 -0.221 0.041
H 1.743402 -4.355719 0.407338 -0.008 0.003 -0.027
H 0.288732 -5.291135 0.768015 -0.012 0.015 0.002
H 0.558813 -3.731938 1.551103 -0.006 0.014 -0.016
H -1.951808 -5.598013 0.128368 0.006 0.010 -0.005
H -3.277907 -4.453703 -0.088566 0.008 0.002 -0.020
H -2.135289 -4.241166 1.238418 0.007 0.007 -0.008
O -2.286396 -1.728389 -5.834847 0.000 -0.062 0.076
S -1.362677 -0.970033 -5.055725 0.109 0.184 -0.166
O -0.224340 -1.686382 -4.470455 0.038 -0.184 0.111
N -1.954688 -0.183909 -3.758583 -0.097 0.141 -0.212
C -1.938097 1.175835 -3.927814 0.069 -0.063 -0.013
S -2.414699 2.266579 -2.811359 -0.036 0.066 0.051
C -1.322860 1.554358 -5.240066 -0.032 -0.014 0.008
C -1.151354 2.824516 -5.770742 0.015 -0.053 0.032
C -0.527159 2.938581 -7.003089 0.013 0.008 -0.013
C -0.073617 1.813759 -7.695248 0.016 0.036 -0.013
C -0.243979 0.541576 -7.173189 -0.003 0.029 0.068
C -0.872466 0.455119 -5.945254 0.022 0.042 -0.075
H -1.501035 3.686361 -5.218290 -0.003 0.002 -0.003
H -0.388591 3.920030 -7.439662 0.005 -0.003 -0.007
H 0.415161 1.933941 -8.653899 -0.001 0.004 0.005
H 0.104384 -0.339331 -7.694548 -0.009 -0.005 0.001
S 3.459333 -0.822391 -4.966257 -0.061 0.034 -0.100
C 3.317740 0.722766 -5.512392 -0.001 0.016 0.142
N 2.735361 1.751579 -4.885077 -0.014 -0.135 -0.007
C 3.018095 3.080831 -5.385739 -0.011 0.023 0.050
C 3.289164 2.926248 -6.879263 -0.006 0.039 0.027
S 3.989781 1.261446 -7.053902 0.023 -0.003 -0.051
H 2.413083 1.630711 -3.921358 0.020 0.069 -0.026
H 3.895261 3.498881 -4.878923 -0.008 -0.011 0.004
H 2.168172 3.737335 -5.196756 0.003 0.003 -0.010
H 3.998513 3.668909 -7.237643 -0.005 -0.006 -0.016
H 2.369169 2.999254 -7.454735 -0.016 -0.016 -0.020
```
Forces are in eV/Å.

LUMO (alpha / beta)   -1.591 / -1.595 eV
Max |F|   0.6 eV/A
Energy relative to the best compared isomer or geometry (same formula, charge and spin)   0.00 kcal/mol
Spin multiplicity   2
⟨S²⟩   0.780



(2)
Entry from the OMol25 dataset: a gas-phase ion, C30H33N2O (charge +1) in a non-equilibrium geometry (ωB97M-V/def2-TZVPD).

Structure (XYZ):
```
66
Properties=species:S:1:pos:R:3:forces:R:3
C -1.447654 -0.223741 -6.558145 -0.208 -0.140 0.334
O -2.471881 -0.280096 -5.528088 0.547 -0.626 -0.084
C -2.110575 -0.669846 -4.273759 0.191 0.555 0.361
C -0.862376 -1.250876 -3.948253 -0.382 0.823 0.041
C -0.425642 -1.158887 -2.624185 -0.952 -0.529 -0.408
C -1.245262 -0.619486 -1.613766 1.774 -0.314 -0.209
C -0.587113 -0.459118 -0.240792 -2.104 0.100 1.364
C -1.268781 0.381957 0.744186 -1.540 0.858 0.323
C -1.676146 1.722019 0.688664 0.010 -1.184 0.764
N -2.050930 2.113439 1.959598 -0.099 -0.680 -0.120
C -2.293728 3.480923 2.361968 0.035 -0.142 -0.139
C -2.018570 1.017646 2.825858 0.539 0.146 -0.545
C -2.224937 0.947690 4.207020 0.175 -0.362 0.056
C -2.074069 -0.308936 4.814059 -0.099 0.717 -0.475
C -1.862634 -1.462928 4.035786 0.116 0.074 -0.668
C -1.687623 -1.378168 2.638043 0.222 -0.322 0.986
C -1.608116 -0.109114 2.063777 -0.221 0.890 0.072
C 0.994797 0.490332 -0.349096 -0.700 -2.563 -2.382
C 0.598630 1.578560 -1.287941 0.547 1.596 -1.011
C 1.774064 2.442819 -1.810141 0.013 -0.428 0.125
C 2.668068 2.910658 -0.666672 0.023 0.385 0.324
C 3.102421 1.796519 0.312914 -0.281 0.975 -0.727
C 2.152003 0.654210 0.404579 0.608 -3.024 1.536
N 2.608765 -0.382943 1.202893 -0.299 1.691 -1.052
C 3.732663 -0.207323 2.105095 0.478 -0.205 0.424
C 2.013867 -1.662293 1.172187 -0.399 -1.314 0.024
C 1.543665 -2.218446 2.376983 -0.114 0.450 -0.927
C 0.839739 -3.414811 2.324628 0.114 -0.511 -0.274
C 0.697119 -4.097433 1.100051 -0.099 -0.140 0.371
C 1.266253 -3.598381 -0.078577 0.184 -0.020 0.042
C 1.939206 -2.379602 -0.052219 0.056 0.150 1.028
C -2.564027 -0.263981 -1.919764 -0.020 -0.200 0.583
C -3.011672 -0.328879 -3.231388 0.243 0.242 -0.572
H -1.997558 0.005475 -7.471151 0.132 -0.035 0.126
H -0.719128 0.587251 -6.353860 -0.387 -0.460 0.073
H -0.919983 -1.186892 -6.686197 -0.324 0.441 0.090
H -0.208116 -1.634586 -4.732588 -0.170 0.164 0.345
H 0.559843 -1.572915 -2.410435 -0.137 0.252 0.109
H -0.569395 -1.439940 0.284795 1.017 0.438 -0.665
H -1.832106 2.357915 -0.189019 0.219 -0.110 0.745
H -2.754799 3.440600 3.357084 0.026 0.406 -0.454
H -1.346627 4.044663 2.393746 -0.383 -0.109 0.130
H -2.955467 3.921761 1.609552 -0.012 0.210 0.430
H -2.459905 1.851949 4.771638 0.069 -0.423 0.012
H -2.135781 -0.378346 5.898770 -0.121 -0.080 -0.277
H -1.809796 -2.423015 4.554568 -0.163 0.218 -0.334
H -1.611402 -2.276667 2.012327 0.166 0.350 0.442
H 0.975932 -0.704894 -0.657551 0.619 2.695 -0.142
H 0.006635 1.280786 -2.158460 0.273 -0.361 0.323
H -0.049397 2.292015 -0.773767 0.152 -0.155 0.218
H 2.368917 1.875162 -2.545807 -0.193 0.147 0.193
H 1.359659 3.327315 -2.316314 0.168 -0.334 0.026
H 3.577356 3.368304 -1.078064 -0.247 0.004 0.175
H 2.160786 3.690977 -0.075076 0.028 -0.192 -0.344
H 3.171833 2.234024 1.316749 0.337 -0.110 -0.168
H 4.104990 1.453826 -0.019384 -0.599 -0.243 0.555
H 3.735832 -1.102296 2.753964 0.294 0.681 -0.282
H 4.692629 -0.149693 1.556810 -0.403 -0.020 0.327
H 3.595850 0.696242 2.721880 0.187 -0.432 -0.179
H 1.691330 -1.672439 3.315075 -0.253 -0.233 -0.377
H 0.411520 -3.809228 3.257096 0.210 0.043 -0.599
H 0.162339 -5.055490 1.072644 0.230 0.487 0.039
H 1.225702 -4.167198 -1.019910 -0.100 0.266 0.591
H 2.400594 -1.962426 -0.951322 -0.033 -0.218 0.279
H -3.248367 0.033850 -1.103342 0.488 -0.045 -0.637
H -4.023447 0.012427 -3.489955 0.555 -0.192 0.066
```
Forces are in eV/Å.

LUMO   -3.328 eV
Total charge   +1
Max |F|   3.6 eV/A
Energy relative to the best compared isomer or geometry (same formula, charge and spin)   65.12 kcal/mol
SMILES string   COc1ccc([C@H](c2cn(C)c3ccccc23)[C@H]2CCCC/C2=[N+](\C)c2ccccc2)cc1